175
Properties=species:S:1:pos:R:3:lowdin_charge:R:1 method="wB97M-V/def2-TZVPD" total_energy_ha=-3728.07326 lumo_ev=-0.52 max_force_ev_per_a=1.37 gap_ev=7.641 charge=0
C -2.3414 -0.5441 4.9267 -0.160
O -1.6373 -0.3643 3.7156 -0.172
H -1.9527 0.0947 5.7241 0.082
H -3.3793 -0.2283 4.7819 0.070
H -2.3634 -1.5941 5.2384 0.079
H -0.6876 -0.4081 3.9084 0.022
C -1.3719 -3.6789 -2.9799 -0.014
C -2.2079 -4.8154 -2.4846 -0.273
C -3.2474 -4.3965 -1.4312 -0.102
O -4.4841 -4.8771 -1.9229 0.058
C -4.3290 -5.4217 -3.1555 -0.573
O -5.1971 -5.9300 -3.7751 0.174
O -3.0553 -5.3009 -3.5666 0.080
H -0.7484 -3.9436 -3.8348 0.080
H -0.6764 -3.3998 -2.1801 0.070
H -1.9285 -2.7923 -3.2677 0.068
H -1.6050 -5.6809 -2.2100 0.152
H -3.2585 -3.3148 -1.3109 0.115
H -2.9935 -4.9088 -0.5018 0.117
C 4.0861 -3.1324 -3.6290 -0.345
O 4.6011 -3.2940 -4.7206 0.020
N 2.7705 -2.9248 -3.3855 -0.180
C 2.3236 -2.7773 -2.0373 -0.062
C 1.8290 -2.8031 -4.4801 -0.034
H 4.6731 -3.0410 -2.6939 0.119
H 3.1503 -2.3806 -1.4417 0.059
H 1.9646 -3.7048 -1.5653 0.086
H 1.4769 -2.1041 -1.9062 0.066
H 2.2972 -2.3933 -5.3696 0.093
H 1.4303 -3.7962 -4.7238 0.090
H 0.9737 -2.2003 -4.1778 0.080
C -0.7944 2.4751 -4.1662 -0.355
O -0.6981 2.0526 -5.2951 0.018
N -1.9053 3.0190 -3.6059 -0.180
C -1.8784 3.4623 -2.2508 -0.065
C -3.1239 3.1349 -4.3422 -0.054
H 0.0523 2.4848 -3.4604 0.104
H -2.6833 3.0472 -1.6349 0.060
H -1.9416 4.5495 -2.1233 0.090
H -0.9626 3.1296 -1.7582 0.074
H -3.8859 2.4282 -3.9975 0.081
H -3.5433 4.1414 -4.2608 0.092
H -2.9440 2.9381 -5.3966 0.090
C -4.9059 2.7479 0.5453 -0.324
O -4.2132 3.4853 -0.1208 0.005
N -4.4787 2.0475 1.6185 -0.182
C -3.0922 2.0481 2.0221 -0.034
C -5.3703 1.3139 2.4767 -0.055
H -5.9692 2.5833 0.3059 0.139
H -3.0729 2.4243 3.0518 0.097
H -2.4685 2.6635 1.3844 0.089
H -2.6972 1.0341 2.0335 0.048
H -5.5047 1.8582 3.4189 0.095
H -6.3637 1.2228 2.0351 0.094
H -5.0063 0.3057 2.6709 0.058
C 2.1250 -1.0435 4.9596 -0.306
O 0.9555 -0.8309 4.6855 -0.004
N 2.7324 -2.2335 4.8487 -0.184
C 4.1146 -2.4150 5.2270 -0.046
C 2.0076 -3.3964 4.4114 -0.046
H 2.7758 -0.2953 5.4382 0.138
H 4.5087 -1.5098 5.6840 0.089
H 4.7503 -2.6339 4.3655 0.081
H 4.1969 -3.2585 5.9152 0.097
H 1.7064 -3.9929 5.2805 0.103
H 1.1032 -3.1099 3.8817 0.076
H 2.6315 -4.0206 3.7711 0.092
C 1.3758 5.3077 5.1759 -0.372
O 0.6603 5.9188 4.4116 0.011
N 1.1744 4.0179 5.5282 -0.194
C 1.9291 3.4126 6.6176 -0.048
C 0.0667 3.3018 4.9776 -0.056
H 2.2330 5.8158 5.6429 0.143
H 1.6814 3.8652 7.5815 0.089
H 3.0043 3.5335 6.4623 0.083
H 1.7078 2.3486 6.6573 0.078
H -0.3325 3.8423 4.1244 0.085
H 0.3578 2.3103 4.6390 0.077
H -0.7336 3.2070 5.7197 0.098
C 5.8147 -1.7346 -0.6392 -0.364
O 5.6887 -0.6002 -1.0147 0.036
N 4.9889 -2.3478 0.2495 -0.203
C 5.2383 -3.6993 0.6784 -0.061
C 3.8673 -1.6572 0.8661 -0.048
H 6.6309 -2.3968 -0.9726 0.141
H 6.2722 -3.9874 0.5164 0.089
H 4.5318 -4.4055 0.2331 0.087
H 5.0690 -3.7535 1.7611 0.075
H 3.0189 -2.3455 0.9086 0.078
H 4.1323 -1.2851 1.8576 0.090
H 3.5800 -0.8207 0.2316 0.058
C 0.2985 -3.9704 1.0890 -0.346
O -0.0979 -3.1449 0.2937 0.019
N -0.4349 -4.4790 2.0927 -0.180
C -0.0088 -5.6474 2.8370 -0.059
C -1.7700 -3.9625 2.3213 -0.032
H 1.3006 -4.4293 1.0106 0.131
H 0.9362 -6.0316 2.4566 0.088
H -0.7352 -6.4553 2.7052 0.096
H 0.0660 -5.4432 3.9072 0.080
H -2.3946 -4.0199 1.4321 0.074
H -2.2512 -4.5011 3.1349 0.092
H -1.7043 -2.9170 2.6419 0.086
C -5.4243 -1.0651 -2.9967 -0.354
O -6.4325 -1.6911 -3.2769 -0.002
N -4.3380 -0.9664 -3.7857 -0.173
C -3.1787 -0.2333 -3.3361 -0.063
C -4.2860 -1.6333 -5.0596 -0.032
H -5.3201 -0.5583 -2.0316 0.111
H -2.7454 0.3653 -4.1352 0.080
H -2.4256 -0.9178 -2.9409 0.052
H -3.3853 0.4130 -2.4812 0.084
H -3.7535 -1.0238 -5.7918 0.092
H -3.7337 -2.5806 -5.0092 0.085
H -5.3034 -1.8328 -5.3832 0.089
C -0.2219 -0.2900 -1.0708 -0.334
O -0.1019 -0.2046 -2.2824 -0.005
N 0.5635 0.3796 -0.1983 -0.152
C 0.3083 0.3443 1.2215 -0.052
C 1.5931 1.2392 -0.7374 -0.047
H -0.9991 -0.9200 -0.6154 0.122
H -0.6218 -0.1944 1.4005 0.066
H 0.1745 1.3741 1.5598 0.088
H 1.0989 -0.1829 1.7639 0.080
H 2.5550 0.7213 -0.6468 0.074
H 1.4353 1.4460 -1.7908 0.062
H 1.6348 2.2328 -0.2907 0.073
C 1.1580 5.1602 -1.3624 -0.331
O 1.5019 4.1455 -1.9592 -0.025
N 0.7070 6.2731 -1.9639 -0.191
C 0.4942 6.3439 -3.4010 -0.024
C 0.4039 7.4615 -1.2071 -0.056
H 1.1674 5.2376 -0.2643 0.136
H -0.5819 6.4398 -3.5848 0.091
H 0.8521 5.4508 -3.8975 0.083
H 0.9791 7.2496 -3.7672 0.090
H 0.9368 8.3096 -1.6382 0.090
H -0.6720 7.6704 -1.2184 0.092
H 0.6743 7.3374 -0.1612 0.086
C 4.2419 4.1807 0.5249 -0.345
O 4.4948 5.3310 0.2477 0.020
N 3.8958 3.7461 1.7597 -0.185
C 3.4780 2.3746 1.9774 -0.057
C 3.6662 4.7139 2.8018 -0.045
H 4.3007 3.3882 -0.2389 0.140
H 2.3956 2.2497 2.0098 0.066
H 3.9070 2.0569 2.9331 0.086
H 3.8789 1.7831 1.1564 0.074
H 4.0580 4.3506 3.7590 0.085
H 4.0971 5.6720 2.5381 0.091
H 2.5937 4.8678 2.9759 0.074
C 4.5422 0.8302 -6.1322 -0.358
O 4.5116 1.3112 -7.2466 0.005
N 3.6970 1.1529 -5.1383 -0.178
C 3.7787 0.5353 -3.8327 -0.043
C 2.7014 2.2069 -5.3026 -0.023
H 5.2760 0.0591 -5.8452 0.135
H 3.3832 1.2213 -3.0889 0.072
H 4.8019 0.2591 -3.5764 0.082
H 3.1757 -0.3782 -3.7970 0.077
H 1.9039 2.0964 -4.5798 0.056
H 3.2068 3.1727 -5.2217 0.099
H 2.2753 2.1364 -6.3017 0.091
C -3.9505 -1.4128 0.9192 -0.352
O -3.8719 -1.1582 -0.2662 0.005
N -4.8088 -2.2800 1.4800 -0.176
C -4.7624 -2.5577 2.8957 -0.063
C -5.6952 -3.1008 0.6707 -0.011
H -3.2681 -0.9331 1.6428 0.111
H -4.5914 -3.6283 3.0365 0.086
H -5.6895 -2.2742 3.4008 0.096
H -3.9550 -1.9851 3.3519 0.056
H -6.6981 -3.0598 1.1065 0.097
H -5.7163 -2.7269 -0.3455 0.086
H -5.3968 -4.1482 0.7683 0.093